## P
{"formula": "H14O7", "method": "ωB97M-V/def2-TZVPD", "symbols": ["H", "H", "H", "H", "H", "H", "H", "H", "H", "H", "H", "H", "H", "H", "O", "O", "O", "O", "O", "O", "O"], "xyz": [[0.294, -1.567, -0.096], [-0.813, -0.606, -0.576], [-1.100, 2.344, -0.686], [-1.626, 2.144, 0.763], [3.073, -1.298, 2.664], [2.339, -0.321, 1.739], [1.368, 2.261, -1.700], [0.570, 2.041, -0.453], [3.254, 0.257, -1.216], [2.850, -0.682, -0.095], [-2.694, 0.605, 2.461], [-2.278, -0.817, 2.784], [-2.270, -1.280, -2.248], [-3.255, -2.362, -2.379], [0.087, -0.967, -0.800], [-1.677, 1.897, -0.132], [2.936, -1.170, 1.697], [0.843, 2.706, -1.096], [3.448, -0.638, -0.847], [-2.985, -0.305, 2.344], [-2.363, -2.239, -2.127]], "homo_lumo_gap_ev": 10.59, "smiles": "O.O.O.O.O.O.O", "multiplicity": 1, "e_homo_ev": -10.8736, "e_lumo_ev": -0.282}



## Q
{"formula": "H14O7", "method": "ωB97M-V/def2-TZVPD", "symbols": ["H", "H", "H", "H", "H", "H", "H", "H", "H", "H", "H", "H", "H", "H", "O", "O", "O", "O", "O", "O", "O"], "xyz": [[-1.125, -0.839, 0.042], [-0.533, 0.546, 0.246], [3.731, -0.079, -0.852], [4.267, 0.228, -2.241], [0.780, -1.854, 3.725], [2.152, -2.446, 4.001], [-2.832, 2.659, -0.460], [-3.456, 3.936, -0.998], [1.655, 4.591, 1.420], [1.790, 3.869, 0.089], [-5.190, -2.602, -0.137], [-6.324, -1.924, -0.889], [1.924, -4.178, -2.411], [2.730, -3.585, -1.267], [-0.492, -0.220, -0.339], [4.201, 0.598, -1.354], [1.720, -1.689, 3.589], [-2.628, 3.580, -0.656], [1.372, 4.635, 0.500], [-5.814, -1.870, -0.073], [2.073, -3.355, -1.933]], "homo_lumo_gap_ev": 11.41, "smiles": "O.O.O.O.O.O.O", "multiplicity": 1, "e_homo_ev": -11.1015, "e_lumo_ev": 0.311}



## R
{"formula": "H14O7", "method": "ωB97M-V/def2-TZVPD", "symbols": ["H", "H", "H", "H", "H", "H", "H", "H", "H", "H", "H", "H", "H", "H", "O", "O", "O", "O", "O", "O", "O"], "xyz": [[1.470, 0.229, 3.509], [2.177, 0.306, 2.088], [1.944, -1.465, 0.689], [3.452, -1.151, 0.580], [0.008, 0.683, 2.061], [-0.758, -0.377, 1.143], [-2.240, 1.132, -3.207], [-1.547, 1.287, -1.767], [-1.982, -2.429, -1.869], [-1.793, -0.843, -2.267], [0.416, 0.010, -0.682], [-0.225, -1.421, -1.065], [0.230, 2.588, -0.373], [-0.569, 1.434, 0.365], [1.646, 0.868, 2.705], [2.717, -1.213, 1.252], [-0.884, 0.446, 1.665], [-2.262, 0.799, -2.280], [-1.367, -1.757, -2.290], [0.380, -0.915, -0.405], [-0.304, 1.774, -0.548]], "homo_lumo_gap_ev": 11.56, "smiles": "O.O.O.O.O.O.O", "multiplicity": 1, "e_homo_ev": -11.0423, "e_lumo_ev": 0.515}



## S
{"formula": "H14O7", "method": "ωB97M-V/def2-TZVPD", "symbols": ["O", "H", "H", "O", "H", "H", "O", "H", "H", "O", "H", "H", "O", "H", "H", "O", "H", "H", "O", "H", "H"], "xyz": [[-15.579, 3.603, -15.918], [-15.736, 2.880, -15.317], [-15.138, 4.269, -15.410], [-16.448, 0.704, -16.950], [-16.119, 1.393, -17.461], [-15.686, 0.320, -16.486], [-18.517, 4.214, -14.321], [-17.970, 3.484, -13.993], [-19.335, 4.184, -13.881], [-18.627, 1.685, -15.606], [-18.007, 1.297, -16.166], [-18.518, 2.612, -15.766], [-16.185, -1.825, -17.273], [-16.607, -1.012, -17.449], [-15.342, -1.846, -17.733], [-18.537, -0.241, -13.511], [-18.554, 0.597, -13.906], [-18.196, -0.134, -12.628], [-17.814, 5.985, -16.221], [-18.701, 6.235, -16.459], [-17.934, 5.215, -15.649]], "homo_lumo_gap_ev": 10.81, "smiles": "O.O.O.O.O.O.O", "multiplicity": 1, "e_homo_ev": -10.8179, "e_lumo_ev": -0.011}



Last place for stability: P



## P
{"formula": "H14O7", "method": "ωB97M-V/def2-TZVPD", "symbols": ["O", "H", "H", "O", "H", "H", "O", "H", "H", "O", "H", "H", "O", "H", "H", "O", "H", "H", "O", "H", "H"], "xyz": [[17.836, -14.275, 1.599], [17.122, -14.088, 2.215], [18.111, -13.399, 1.258], [15.864, -8.680, 0.055], [15.397, -8.801, -0.785], [15.269, -8.145, 0.599], [19.677, -12.168, 0.901], [18.974, -11.580, 0.583], [19.971, -11.768, 1.726], [16.949, -11.179, 0.910], [16.062, -11.450, 1.215], [16.854, -10.241, 0.662], [13.299, -12.106, -1.117], [13.714, -12.084, -0.246], [12.454, -11.656, -1.003], [18.049, -7.088, -0.927], [17.823, -6.411, -1.574], [17.209, -7.537, -0.716], [14.511, -12.238, 2.002], [14.773, -12.445, 2.909], [14.123, -11.354, 2.055]], "homo_lumo_gap_ev": 9.87, "smiles": "O.O.O.O.O.O.O", "multiplicity": 1, "e_homo_ev": -10.3525, "e_lumo_ev": -0.482}



## Q
{"formula": "H14O7", "method": "ωB97M-V/def2-TZVPD", "symbols": ["O", "H", "H", "O", "H", "H", "O", "H", "H", "O", "H", "H", "O", "H", "H", "O", "H", "H", "O", "H", "H"], "xyz": [[-2.577, 0.843, 3.245], [-3.014, 0.135, 2.771], [-1.825, 0.423, 3.662], [-0.402, -0.334, -0.088], [0.524, -0.574, -0.057], [-0.401, 0.599, -0.302], [4.970, -0.803, -2.180], [4.423, -0.463, -1.472], [5.610, -1.363, -1.741], [-2.923, -0.667, -3.713], [-3.545, 0.060, -3.749], [-2.476, -0.560, -2.874], [-3.207, -2.878, 1.313], [-2.503, -2.413, 0.860], [-2.757, -3.432, 1.951], [3.572, 0.205, 2.030], [2.996, 0.388, 2.773], [4.335, -0.222, 2.417], [-0.321, 3.340, -1.788], [0.389, 3.596, -1.200], [-0.870, 4.121, -1.856]], "homo_lumo_gap_ev": 11.30, "smiles": "O.O.O.O.O.O.O", "multiplicity": 1, "e_homo_ev": -11.2547, "e_lumo_ev": 0.050}



## R
{"formula": "H14O7", "method": "ωB97M-V/def2-TZVPD", "symbols": ["O", "H", "H", "O", "H", "H", "O", "H", "H", "O", "H", "H", "O", "H", "H", "O", "H", "H", "O", "H", "H"], "xyz": [[2.042, 1.608, 1.991], [1.355, 1.004, 2.173], [1.693, 2.184, 1.307], [1.948, -0.428, -0.034], [2.724, -0.060, 0.320], [2.138, -0.872, -0.862], [0.666, 2.375, -0.273], [0.806, 1.546, -0.733], [1.205, 3.041, -0.755], [-1.146, -3.162, -2.198], [-1.355, -2.432, -1.560], [-1.915, -3.228, -2.767], [-1.581, 1.535, 1.095], [-1.257, 0.638, 1.330], [-0.959, 1.705, 0.376], [-1.897, -1.186, -0.734], [-2.798, -0.988, -0.974], [-1.366, -0.495, -1.120], [-0.161, -0.734, 1.425], [-0.786, -1.356, 1.076], [0.644, -0.695, 0.917]], "homo_lumo_gap_ev": 10.12, "smiles": "O.O.O.O.O.O.O", "multiplicity": 1, "e_homo_ev": -10.3625, "e_lumo_ev": -0.239}



## S
{"formula": "H14O7", "method": "ωB97M-V/def2-TZVPD", "symbols": ["O", "H", "H", "O", "H", "H", "O", "H", "H", "O", "H", "H", "O", "H", "H", "O", "H", "H", "O", "H", "H"], "xyz": [[1.960, -0.305, 2.556], [2.273, -1.157, 2.243], [1.270, -0.046, 1.934], [3.901, -1.007, 0.139], [3.026, -1.288, -0.154], [4.463, -1.776, 0.015], [1.826, -2.743, -1.095], [0.959, -3.017, -1.409], [2.444, -3.147, -1.711], [-3.424, -0.217, -0.342], [-4.365, -0.160, -0.147], [-3.245, -1.162, -0.373], [-3.324, 2.591, 0.852], [-3.777, 2.928, 0.075], [-3.288, 1.638, 0.725], [0.124, 0.352, 0.224], [0.338, -0.488, -0.194], [-0.796, 0.270, 0.501], [0.180, 3.155, -1.231], [0.056, 2.286, -0.833], [-0.600, 3.291, -1.775]], "homo_lumo_gap_ev": 10.09, "smiles": "O.O.O.O.O.O.O", "multiplicity": 1, "e_homo_ev": -10.5071, "e_lumo_ev": -0.418}



Last place for stability: Q



## P
{"formula": "H14O7", "method": "ωB97M-V/def2-TZVPD", "symbols": ["O", "H", "H", "O", "H", "H", "O", "H", "H", "O", "H", "H", "O", "H", "H", "O", "H", "H", "O", "H", "H"], "xyz": [[-7.519, 16.465, -8.745], [-7.316, 17.286, -9.203], [-7.416, 16.672, -7.791], [-9.263, 18.528, -4.914], [-10.219, 18.381, -4.894], [-9.161, 19.458, -5.149], [-7.341, 16.888, -5.982], [-8.088, 17.346, -5.523], [-6.626, 17.537, -6.002], [-9.797, 14.376, -7.093], [-9.541, 13.868, -7.870], [-9.056, 14.976, -6.948], [-5.218, 15.270, -5.070], [-5.255, 14.481, -5.619], [-6.072, 15.713, -5.222], [-3.476, 18.017, -7.220], [-4.089, 18.539, -6.696], [-2.781, 17.768, -6.601], [-9.670, 16.567, -2.526], [-9.527, 17.385, -3.013], [-9.826, 16.843, -1.616]], "homo_lumo_gap_ev": 10.57, "smiles": "O.O.O.O.O.O.O", "multiplicity": 1, "e_homo_ev": -10.8615, "e_lumo_ev": -0.295}



## Q
{"formula": "H14O7", "method": "ωB97M-V/def2-TZVPD", "symbols": ["H", "H", "H", "H", "H", "H", "H", "H", "H", "H", "H", "H", "H", "H", "O", "O", "O", "O", "O", "O", "O"], "xyz": [[0.543, 0.666, 1.433], [-0.860, 0.485, 1.988], [-3.228, 2.407, 0.148], [-4.373, 3.074, -0.596], [4.026, -1.491, -0.077], [3.006, -2.615, 0.000], [0.790, 3.051, -0.068], [1.011, 4.270, -0.948], [3.041, 0.210, 0.938], [3.393, 1.483, 0.185], [-0.089, -3.347, -1.860], [-0.769, -2.057, -1.434], [-2.851, -3.524, -0.177], [-2.576, -2.514, 0.926], [-0.303, 1.120, 1.525], [-4.000, 2.209, -0.395], [3.082, -1.654, 0.027], [0.771, 3.338, -0.988], [3.010, 0.607, 0.060], [-0.335, -2.840, -1.078], [-3.289, -2.878, 0.389]], "homo_lumo_gap_ev": 11.52, "smiles": "O.O.O.O.O.O.O", "multiplicity": 1, "e_homo_ev": -11.1582, "e_lumo_ev": 0.365}



Last place for stability: Q



## P
{"formula": "H14O7", "method": "ωB97M-V/def2-TZVPD", "symbols": ["O", "H", "H", "O", "H", "H", "O", "H", "H", "O", "H", "H", "O", "H", "H", "O", "H", "H", "O", "H", "H"], "xyz": [[7.082, -0.758, 2.854], [7.792, -0.275, 2.432], [6.487, -0.079, 3.174], [8.316, -1.610, 0.305], [8.099, -1.374, 1.207], [9.262, -1.754, 0.316], [4.972, 0.589, 5.175], [5.463, 1.035, 5.866], [5.473, 0.759, 4.377], [5.550, 0.531, 3.414], [5.721, 0.987, 2.589], [4.702, 0.107, 3.282], [6.001, -2.079, 2.000], [6.585, -1.381, 2.296], [5.475, -2.295, 2.770], [9.586, -1.122, 1.803], [9.606, -1.056, 2.758], [9.267, -0.268, 1.510], [8.552, 0.642, 2.352], [8.352, 1.308, 3.010], [8.447, 1.093, 1.514]], "homo_lumo_gap_ev": 7.33, "multiplicity": 1, "e_homo_ev": -8.4021, "e_lumo_ev": -1.071}



## Q
{"formula": "H14O7", "method": "ωB97M-V/def2-TZVPD", "symbols": ["O", "H", "H", "O", "H", "H", "O", "H", "H", "O", "H", "H", "O", "H", "H", "O", "H", "H", "O", "H", "H"], "xyz": [[27.651, 10.748, 5.267], [27.037, 10.231, 4.770], [27.968, 10.069, 5.862], [23.332, 11.069, 4.333], [23.441, 10.414, 4.981], [24.036, 11.715, 4.581], [24.426, 7.118, 8.022], [24.017, 7.937, 7.741], [25.211, 7.030, 7.559], [20.092, 8.216, 5.920], [20.635, 8.978, 6.214], [19.309, 8.325, 6.488], [23.614, 8.856, 5.747], [24.498, 8.812, 5.408], [23.182, 8.138, 5.328], [25.691, 9.159, 4.174], [25.477, 9.746, 3.495], [26.125, 8.377, 3.836], [22.255, 6.886, 4.526], [21.331, 6.993, 4.633], [22.435, 6.126, 5.098]], "homo_lumo_gap_ev": 11.03, "smiles": "O.O.O.O.O.O.O", "multiplicity": 1, "e_homo_ev": -10.9533, "e_lumo_ev": 0.081}



Last place for stability: P



## P
{"formula": "H14O7", "method": "ωB97M-V/def2-TZVPD", "symbols": ["O", "H", "H", "O", "H", "H", "O", "H", "H", "O", "H", "H", "O", "H", "H", "O", "H", "H", "O", "H", "H"], "xyz": [[-2.783, 0.224, -2.768], [-2.484, -0.228, -1.983], [-2.351, -0.283, -3.437], [2.814, 0.052, 2.650], [1.926, -0.194, 2.640], [3.165, -0.822, 2.991], [0.052, -0.491, 2.854], [0.162, -1.415, 2.609], [0.120, -0.004, 2.039], [-0.416, 2.140, -2.266], [-0.217, 1.808, -1.368], [-1.374, 2.178, -2.304], [2.035, -0.279, 0.008], [2.565, 0.276, -0.573], [2.638, -0.537, 0.692], [-0.278, 0.970, 0.505], [-0.976, 0.300, 0.284], [0.559, 0.545, 0.308], [-1.695, -1.027, -0.763], [-1.175, -1.424, -1.429], [-2.281, -1.793, -0.695]], "homo_lumo_gap_ev": 10.29, "smiles": "O.O.O.O.O.O.O", "multiplicity": 1, "e_homo_ev": -10.4749, "e_lumo_ev": -0.182}



## Q
{"formula": "H14O7", "method": "ωB97M-V/def2-TZVPD", "symbols": ["H", "H", "H", "H", "H", "H", "H", "H", "H", "H", "H", "H", "H", "H", "O", "O", "O", "O", "O", "O", "O"], "xyz": [[0.849, -0.525, -0.479], [0.110, -0.433, 0.748], [-0.325, -2.770, -3.776], [-0.937, -1.364, -3.341], [-1.083, -0.138, -1.071], [-2.327, 0.173, -2.010], [0.706, 1.504, 0.744], [-0.565, 2.196, 0.998], [1.071, 0.174, -2.290], [1.162, -1.262, -2.677], [0.981, 1.313, 4.573], [0.527, 2.005, 3.154], [-0.318, 0.156, 2.856], [0.016, -1.391, 3.041], [0.226, 0.066, -0.019], [-0.427, -1.801, -4.095], [-1.493, -0.284, -1.980], [0.281, 2.184, 1.392], [1.646, -0.595, -2.180], [0.189, 1.539, 3.986], [-0.289, -0.746, 2.427]], "homo_lumo_gap_ev": 11.71, "smiles": "O.O.O.O.O.O.O", "multiplicity": 1, "e_homo_ev": -11.2772, "e_lumo_ev": 0.431}



## R
{"formula": "H14O7", "method": "ωB97M-V/def2-TZVPD", "symbols": ["H", "H", "H", "H", "H", "H", "H", "H", "H", "H", "H", "H", "H", "H", "O", "O", "O", "O", "O", "O", "O"], "xyz": [[1.745, 1.521, -1.308], [1.105, 0.180, -0.984], [-0.654, -3.623, -0.099], [0.347, -2.714, -0.794], [-0.285, 1.221, 3.750], [-0.583, -0.146, 3.155], [1.386, 4.678, -2.189], [1.183, 6.095, -1.677], [-2.821, 1.020, -1.958], [-4.188, 1.147, -1.307], [-1.017, -1.534, 0.171], [-1.061, -1.389, -1.341], [1.764, -2.451, 1.922], [2.900, -3.052, 2.734], [1.664, 0.618, -1.636], [0.271, -3.575, -0.367], [-0.523, 0.320, 3.997], [1.870, 5.479, -1.956], [-3.741, 1.226, -2.157], [-1.301, -1.992, -0.628], [1.938, -3.029, 2.674]], "homo_lumo_gap_ev": 10.20, "smiles": "O.O.O.O.O.O.O", "multiplicity": 1, "e_homo_ev": -11.1315, "e_lumo_ev": -0.932}



Last place for stability: R